Entry 1:
C3H4Br2O in the gas phase, computed with wB97M-V/def2-TZVPD.

Geometry as XYZ:
```
10
Properties=species:S:1:pos:R:3:mulliken_charge:R:1
C 0.41177 -1.15043 -0.49794 -1.30
C -0.44197 -0.18884 0.36802 0.11
O -1.46086 0.57416 -0.07870 -0.37
C -0.30591 1.18994 0.21226 0.43
Br -0.23365 2.20776 1.89324 -0.15
Br 0.53015 2.04755 -1.31998 -0.12
H 0.07400 -1.17321 -1.53099 0.33
H 0.52182 -2.14687 -0.12274 0.36
H 1.38324 -0.76831 -0.34707 0.38
H -0.47859 -0.59175 1.42390 0.33
```

Values from the calculation:
E_HOMO: -10.502 eV
Calculated total energy: -145306.42244 eV


Entry 2:
A molecular structure, C19H16AsCl5F6N2OOsSSbSe, computed with wB97M-V/def2-TZVPD.

Geometry as XYZ:
```
54
Properties=species:S:1:pos:R:3:lowdin_spin:R:1
Os -0.26858 0.61333 0.17280 2.51
Cl -1.93864 -4.01395 5.60902 0.12
C -1.92565 -3.04554 4.22450 0.22
C -1.15386 -1.85343 4.20448 0.05
Cl -0.25024 -1.40014 5.57399 0.02
C -1.15104 -1.07458 3.06439 0.08
Cl -0.25623 0.37191 3.00337 0.11
C -1.86462 -1.42523 1.87501 0.15
O -1.84066 -0.71891 0.83126 0.23
C -2.63578 -2.64092 1.93847 0.14
Cl -3.48027 -3.10844 0.55470 0.06
C -2.67196 -3.41922 3.09030 -0.02
Cl -3.62220 -4.83988 3.12378 -0.02
F 1.36581 -0.73489 0.70014 0.03
Sb 1.70337 -2.79287 0.37702 0.00
F -0.18888 -2.73574 -0.00673 0.01
F 1.13650 -2.96163 2.19431 0.00
F 1.72860 -4.53995 -0.27246 0.00
F 3.42540 -2.31036 0.96805 0.00
F 2.17495 -2.13538 -1.36857 0.03
Se -0.18948 -3.03260 -2.98837 0.76
C -0.29882 -1.41380 -2.34911 0.15
N -0.37409 -0.34552 -1.88341 0.23
C 3.08933 1.18216 -1.29074 0.01
As 1.62249 2.03910 -0.34817 0.01
C 1.41089 3.67050 -1.42075 0.00
C 2.55106 2.65317 1.33530 0.02
C 3.28823 3.92396 1.13848 0.00
C 4.66540 3.94525 0.87232 0.00
C 5.33866 5.14969 0.81523 0.00
C 4.65283 6.35026 0.98752 0.01
C 3.27818 6.34098 1.22647 0.00
C 2.60465 5.14187 1.28856 0.00
H 3.88053 1.91709 -1.46424 0.00
H 2.74420 0.80224 -2.25292 0.00
H 3.48044 0.34256 -0.71157 0.00
H 2.39089 4.13698 -1.57151 0.00
H 0.74867 4.39659 -0.94780 0.00
H 0.99924 3.39849 -2.39357 0.00
H 3.21085 1.82259 1.60795 0.00
H 1.78490 2.77071 2.10912 0.00
H 5.21306 3.01851 0.75760 0.00
H 6.40723 5.16248 0.65307 0.00
H 5.18093 7.28840 0.93311 0.00
H 2.74839 7.27003 1.36604 0.00
H 1.53711 5.11909 1.47581 0.00
S -4.08086 2.85393 -0.63740 0.02
C -3.04575 3.81644 0.32966 0.00
C -1.85253 3.19757 0.50986 0.01
N -1.75956 1.97872 -0.09922 0.02
C -2.86974 1.67248 -0.74194 0.03
H -3.36411 4.76557 0.71436 0.00
H -1.02244 3.57627 1.08626 0.00
H -2.99287 0.74946 -1.28127 0.00
```

Values from the calculation:
2S+1: 6
Expectation value of S²: 8.798
Charge: +2
E_HOMO (alpha / beta): -13.741 / -13.737 eV
Calculated total energy: -249917.11196 eV


Entry 3:
2 unconnected molecules or ions with the total composition C7H11NO3S, computed with wB97M-V/def2-TZVPD.

Geometry as XYZ:
```
23
Properties=species:S:1:pos:R:3:mulliken_charge:R:1
C -1.59073 -2.61088 -2.58410 -1.14
C -0.73504 -2.64406 -1.36506 -0.41
S -1.30342 -1.21575 -0.33092 1.07
O -2.55911 -1.47628 0.24885 -0.59
O -0.18594 -0.91961 0.57572 -0.54
O -1.41817 -0.11951 -1.51336 -0.50
H -2.60214 -2.88346 -2.38596 0.34
H -1.68810 -1.62487 -3.02395 0.36
H -1.28409 -3.31073 -3.45362 0.31
H 0.28110 -2.38561 -1.65938 0.29
H -0.88183 -3.50040 -0.77356 0.41
H -2.07246 0.56243 -1.24587 0.37
N -1.67312 2.07808 0.58612 -0.58
C -0.59420 2.27291 0.94055 0.20
C 0.75626 2.25049 1.38303 0.51
C 1.48679 3.07123 2.11145 -0.51
C 2.67141 2.02535 2.12622 -0.34
C 1.84788 1.19332 1.17615 -0.46
H 1.22600 4.07567 2.64800 0.30
H 2.75317 1.41360 3.05030 0.21
H 3.68452 2.39853 1.86282 0.28
H 2.18811 1.23235 0.16895 0.24
H 1.69312 0.11719 1.45764 0.20
```

Values from the calculation:
E_HOMO: -10.009 eV
Calculated total energy: -25902.32532 eV


Entry 4:
A molecular structure, C28H34KN4OS, computed with wB97M-V/def2-TZVPD.

Geometry as XYZ:
```
69
Properties=species:S:1:pos:R:3:mulliken_charge:R:1
K 0.50124 0.00250 0.23111 0.92
C 3.07409 0.04125 4.23933 -2.26
C 1.67118 0.04130 3.76282 1.56
C 0.92428 -1.15005 3.88016 0.71
C 1.65654 -2.40144 4.21887 -2.28
C -0.44834 -1.07396 3.81811 1.18
C -1.29777 -2.29735 3.98443 -2.27
C -1.13039 0.15315 3.56420 0.63
C -2.59447 0.29428 3.32518 -1.74
C -0.34340 1.31438 3.48077 1.18
C -1.05559 2.61442 3.66460 -2.08
C 1.06959 1.30411 3.49569 0.65
C 1.87889 2.56416 3.29998 -2.59
H 3.30213 -0.71757 4.97014 0.48
H 3.13557 1.06477 4.62797 0.51
H 3.81563 -0.04887 3.46607 0.31
H 2.63419 -2.39089 3.71818 0.43
H 1.09267 -3.28421 3.89618 0.50
H 1.80201 -2.57069 5.31874 0.32
H -0.75368 -3.26248 4.08735 0.31
H -1.97259 -2.31164 3.14209 0.38
H -1.91163 -2.16796 4.91910 0.33
H -2.78899 0.83785 2.42098 0.27
H -3.01784 0.84409 4.18064 0.37
H -3.14983 -0.65002 3.23899 0.48
H -1.57830 2.59703 4.63524 0.34
H -1.80005 2.76586 2.91715 0.37
H -0.37106 3.44545 3.62877 0.47
H 1.34605 3.14201 2.53805 0.59
H 2.88853 2.28233 2.90505 0.45
H 1.95940 3.15729 4.20019 0.44
S -2.99593 0.15286 -7.30144 0.21
N -2.84079 1.35550 -6.22745 -0.68
C -2.48258 0.86611 -5.04153 0.96
C -2.23128 1.63184 -3.86811 0.47
C -2.35961 3.02203 -3.79543 -0.45
C -2.09399 3.71978 -2.61304 -0.92
C -1.66713 2.92667 -1.55353 -0.22
N -1.41999 1.62739 -1.57998 -0.05
C -1.76090 0.91865 -2.68844 -0.15
C -1.63527 -0.54348 -2.70566 -0.56
N -1.26728 -1.22756 -1.57929 -0.40
C -1.30772 -2.56227 -1.57150 -0.61
C -1.54121 -3.30244 -2.72258 -0.67
C -1.63551 -2.67380 -3.96084 -0.78
C -1.87158 -1.27425 -3.93636 0.65
C -2.30373 -0.53505 -5.07635 0.88
N -2.63600 -1.03931 -6.27844 -0.68
H -2.60619 3.53556 -4.73694 0.47
H -2.31947 4.78615 -2.49904 0.43
H -1.49988 3.37601 -0.59514 0.45
H -1.07770 -3.09870 -0.62461 0.57
H -1.64349 -4.37214 -2.60707 0.44
H -1.61423 -3.23292 -4.87802 0.54
C 2.33074 -2.69422 -1.07330 -0.86
C 2.73330 -1.76714 -2.18790 -0.38
O 2.15752 -0.43062 -2.08251 -0.14
C 2.65244 0.48334 -3.08162 -0.49
C 1.91901 1.79306 -3.02742 -0.74
H 2.93708 -3.62401 -1.08488 0.40
H 1.29135 -2.89144 -1.07702 0.05
H 2.59096 -2.19148 -0.13596 0.21
H 2.38331 -2.22189 -3.14616 0.30
H 3.81595 -1.69993 -2.25905 0.44
H 2.59072 0.01460 -4.06704 0.36
H 3.70961 0.66164 -2.91409 0.33
H 0.94085 1.62911 -3.50462 0.04
H 2.42419 2.54861 -3.65724 0.42
H 1.79639 2.19468 -2.03652 0.19
```

Values from the calculation:
Charge: +1
E_HOMO: -10.724 eV
Calculated total energy: -64752.08442 eV


Entry 5:
C23H15NO3 in the gas phase, computed with wB97M-V/def2-TZVPD.

Geometry as XYZ:
```
42
Properties=species:S:1:pos:R:3:mulliken_charge:R:1
C 1.07315 -5.43720 2.67801 -0.43
C 0.37358 -4.29243 3.03049 -0.78
C 0.62967 -3.19726 2.16535 -0.08
C 1.28390 -3.30409 0.98257 0.69
C 1.82651 -4.49901 0.52006 0.04
C 1.79940 -5.53531 1.49558 -0.83
O 2.36681 -4.28045 -0.68815 -0.43
C 2.26168 -3.02173 -0.97680 -0.03
C 2.62461 -2.31675 -2.13359 -1.22
C 2.23916 -0.89827 -2.26916 -0.61
C 1.68910 -0.17483 -1.22162 0.91
C 1.42802 1.34500 -1.44441 -1.47
C 0.04271 1.76066 -1.78489 0.80
C -0.29336 1.81637 -3.11744 -0.08
N -1.43774 2.26589 -3.60662 -0.65
C -2.29179 2.75168 -2.79602 -0.60
C -2.08502 2.89961 -1.49127 0.41
C -2.99937 3.57404 -0.71561 -1.16
C -2.90009 3.61441 0.73218 0.58
C -1.76532 3.13979 1.30414 0.83
C -0.72168 2.59490 0.57773 -0.86
C -0.91871 2.40184 -0.87778 0.51
O -1.74840 3.47077 2.64173 -0.45
C -2.97295 4.04102 2.89652 -0.23
O -3.68522 4.19011 1.62095 -0.50
C 1.41605 -0.96261 -0.02708 -0.33
C 1.66983 -2.27879 0.00517 1.31
H 0.95912 -6.26653 3.39238 0.33
H -0.25059 -4.31460 3.94379 0.37
H 0.25232 -2.22082 2.47698 0.35
H 2.49657 -6.32401 1.14695 0.33
H 3.03243 -2.80592 -2.96123 0.47
H 2.29762 -0.31412 -3.30695 0.06
H 2.06968 1.59091 -2.38337 0.48
H 1.84362 1.88074 -0.55914 0.46
H 0.44439 1.36276 -3.85804 0.17
H -3.13745 3.24229 -3.15231 0.45
H -3.85550 4.05677 -1.12126 0.44
H 0.23637 2.26811 1.14858 0.13
H -2.86550 5.11161 3.35928 0.22
H -3.60252 3.38600 3.49060 0.27
H 1.17494 -0.32053 0.88368 0.14
```

Values from the calculation:
E_HOMO: -8.142 eV
Calculated total energy: -31723.69182 eV


Entry 6:
3 unconnected molecules or ions with the total composition C2H4O3S, computed with wB97M-V/def2-TZVPD.

Geometry as XYZ:
```
10
Properties=species:S:1:pos:R:3:lowdin_spin:R:1
C -1.70916 -1.01938 -0.70798 0.00
C -1.08015 -1.54858 0.17583 0.00
O 2.04489 -1.99767 1.32526 0.47
O 1.70569 -0.81752 3.44955 0.62
O 0.68687 0.56205 0.23837 0.08
S 1.96675 -0.77216 2.01829 0.82
H -2.30600 -0.30694 -1.22422 0.00
H -0.50510 -2.06880 0.98966 0.00
H -0.07376 0.49790 -0.48865 0.01
H 0.39929 1.30659 0.71486 0.00
```

Values from the calculation:
2S+1: 3
Expectation value of S²: 2.010
E_HOMO (alpha / beta): -7.767 / -10.805 eV
Calculated total energy: -19109.81958 eV


Question: What is the formula in the third record?
Answer: C7H11NO3S


Question: What is the calculated total energy in the fourth record?
Answer: -64752.08442 eV